[1]
The following is a quantum chemistry calculation of a single C23H29N5O3S molecule in a non-equilibrium geometry, from the OMol25 dataset.

Geometry (Å):
C1 3.83529 1.09187 2.39809
C2 2.72456 1.19960 1.40712
C3 2.74176 0.42578 0.25280
C4 1.72485 0.49530 -0.67547
C5 0.66322 1.36142 -0.50369
C6 0.61697 2.14062 0.63588
C7 1.62917 2.05360 1.58891
N1 1.52104 2.84289 2.74217
C8 0.40133 3.30098 3.36524
N2 0.76290 4.00553 4.40099
N3 2.09173 3.99145 4.41269
N4 2.55622 3.31450 3.45580
H1 -0.60197 3.09317 3.06741
H2 -0.20000 2.83039 0.78119
H3 -0.11473 1.42725 -1.24536
S1 1.81237 -0.58542 -2.11325
O1 1.95496 0.24036 -3.27683
O2 2.81286 -1.57581 -1.84495
N5 0.35788 -1.35623 -2.23128
C9 -0.70428 -0.72224 -2.96461
H4 -0.27579 0.17396 -3.41325
H5 -1.53480 -0.43125 -2.31147
C10 -1.24012 -1.61376 -4.10876
C11 -0.11481 -2.04926 -5.04744
H6 -0.41316 -2.94298 -5.59632
C12 -0.00609 -0.84370 -5.98117
H7 0.69074 -0.11795 -5.56283
C13 -1.43845 -0.28990 -5.99787
H8 -1.97436 -0.56586 -6.91241
O3 -2.14201 -0.87617 -4.90651
H9 -1.45952 0.80103 -5.90052
H10 0.33193 -1.11745 -6.97785
H11 0.80812 -2.24238 -4.50582
H12 -1.79873 -2.45824 -3.69134
C14 0.06468 -2.37836 -1.24419
C15 -0.42576 -1.79007 0.05223
C16 -1.74879 -1.39657 0.20650
C17 -2.16985 -0.76123 1.36120
C18 -1.28153 -0.50178 2.39620
C19 0.03286 -0.93327 2.25468
C20 0.45517 -1.57089 1.10406
H13 1.47738 -1.90790 1.01694
H14 0.73461 -0.77057 3.06099
C21 -1.71420 0.16827 3.67761
C22 -2.19315 -0.90001 4.66626
H15 -3.04887 -1.43330 4.25810
H16 -2.48548 -0.43890 5.60668
H17 -1.40235 -1.62029 4.86199
C23 -2.80504 1.21911 3.46800
H18 -3.76794 0.74880 3.28540
H19 -2.89923 1.83920 4.35671
H20 -2.57356 1.85957 2.61863
H21 -0.83610 0.66074 4.11295
H22 -3.20507 -0.47101 1.45048
H23 -2.46521 -1.60232 -0.57587
H24 -0.67403 -3.06177 -1.67025
H25 1.00197 -2.91598 -1.08893
H26 3.55196 -0.26157 0.06527
H27 3.45154 0.96249 3.40845
H28 4.42868 2.00439 2.39986
H29 4.47820 0.25214 2.15076

Properties
DFT total energy, Eh: -1791.4759
Total charge: 0
M, g mol⁻¹: 455.58
Maximum force, eV/A: 1.641
ΔE to the lowest compared entry with this formula, charge and spin, eV: 3.371
LUMO, Eh: -0.00195
Kohn-Sham gap, eV: 9.23

=====

[2]
The following is a quantum chemistry calculation of a single C23H29NO molecule, from the OMol25 dataset.

Geometry (Å):
O1 -2.51130 -3.20514 -0.41609
H1 -3.36691 -2.80534 -0.60653
C1 -1.83030 -2.38289 0.50021
H2 -0.88279 -2.88178 0.70386
H3 -2.38912 -2.31762 1.44483
C2 -1.54190 -0.96118 -0.02616
C3 -0.71460 -0.19140 1.02192
H4 -0.98778 0.86502 1.01155
C4 0.79320 -0.30721 0.75983
N1 1.08456 -1.62599 0.24302
C5 0.60892 -1.78250 -1.12034
C6 -0.72574 -1.05682 -1.32324
H5 -0.54697 -0.04390 -1.69022
H6 -1.30256 -1.58846 -2.08098
H7 1.32812 -1.39741 -1.86261
H8 0.48401 -2.85443 -1.30272
C7 2.45013 -2.07324 0.45739
C8 3.50531 -1.15951 -0.09404
C9 4.38706 -0.51159 0.66368
C10 5.42436 0.40798 0.21767
C11 6.29711 0.94665 1.16563
C12 7.30000 1.82211 0.79735
C13 7.45396 2.18248 -0.53084
C14 6.59524 1.65917 -1.48388
C15 5.59279 0.78311 -1.11637
H9 4.93428 0.38813 -1.87476
H10 6.70951 1.93730 -2.52186
H11 8.23718 2.86667 -0.82210
H12 7.96455 2.22560 1.54775
H13 6.18338 0.66965 2.20462
H14 4.36533 -0.67972 1.73497
H15 3.49268 -1.02824 -1.16660
H16 2.53967 -3.06185 -0.00582
H17 2.59056 -2.18737 1.53741
H18 1.12154 0.48705 0.06779
H19 1.33983 -0.16845 1.69481
H20 -0.93804 -0.58702 2.01365
C16 -2.85118 -0.21233 -0.34349
H21 -2.59479 0.78208 -0.71853
H22 -3.37630 -0.72426 -1.15541
C17 -3.81539 -0.04572 0.83912
C18 -4.99429 0.78303 0.41408
C19 -6.13765 0.18144 -0.09545
C20 -7.20782 0.94611 -0.52468
C21 -7.14712 2.32693 -0.45227
C22 -6.01156 2.93723 0.05244
C23 -4.94359 2.16960 0.48058
H23 -4.06004 2.65044 0.87666
H24 -5.95878 4.01457 0.11381
H25 -7.98215 2.92509 -0.78586
H26 -8.09160 0.46303 -0.91553
H27 -6.19405 -0.89707 -0.15110
H28 -4.16497 -1.02025 1.18324
H29 -3.29764 0.44339 1.66538

Properties
DFT total energy, Eh: -1023.7936
Total charge: 0
M, g mol⁻¹: 335.49
Maximum force, eV/A: 0.566
ΔE to the lowest compared entry with this formula, charge and spin, eV: 0.224
LUMO, Eh: 0.02662
Kohn-Sham gap, eV: 8.93

=====

[3]
The following is a quantum chemistry calculation of a single C23H29NO3 molecule, from the OMol25 dataset.

Geometry (Å):
C1 -3.59240 -4.89420 0.36045
H1 -3.79585 -5.84644 -0.12719
O1 -3.84752 -3.90785 -0.60765
C2 -3.68818 -2.59778 -0.25939
C3 -3.26411 -2.14614 0.98396
C4 -3.14349 -0.78652 1.22001
C5 -3.43294 0.15197 0.24028
C6 -3.86960 -0.31351 -0.99723
C7 -3.99332 -1.66288 -1.24859
H2 -4.33392 -2.02349 -2.20644
H3 -4.12982 0.39312 -1.77184
C8 -3.29844 1.62138 0.50758
H4 -3.50256 1.82138 1.56162
H5 -4.04248 2.16076 -0.08279
C9 -1.91119 2.22740 0.17884
C10 -0.79904 1.48316 0.92915
C11 0.59404 1.93594 0.50263
N1 0.77175 1.71977 -0.91999
C12 -0.18313 2.50401 -1.67728
C13 -1.61167 2.10130 -1.31910
H6 -2.31020 2.71094 -1.89590
H7 -1.74501 1.05701 -1.60483
H8 -0.01775 2.30621 -2.74052
H9 -0.03645 3.58838 -1.51611
C14 2.13910 1.97986 -1.33622
C15 3.09833 0.99499 -0.72406
C16 4.28552 1.41536 -0.14255
C17 5.18838 0.51620 0.40898
C18 4.86541 -0.82562 0.36904
C19 3.67226 -1.26336 -0.20604
C20 2.78893 -0.36504 -0.75513
H10 1.85961 -0.68784 -1.19758
C21 3.61659 -2.75949 -0.08891
H11 3.55434 -3.23769 -1.06747
H12 2.75828 -3.08356 0.50184
C22 4.95154 -3.07164 0.61839
H13 4.80446 -3.56674 1.58334
H14 5.60814 -3.69629 0.00442
O2 5.62736 -1.83674 0.86135
H15 6.11083 0.84823 0.85665
H16 4.51908 2.47013 -0.11906
H17 2.17442 1.87652 -2.42669
H18 2.45333 3.01100 -1.08811
H19 1.34452 1.34152 1.03077
H20 0.76217 2.99668 0.77047
H21 -0.88740 0.42005 0.70081
H22 -0.90897 1.60223 2.00996
C23 -1.98070 3.71582 0.58690
O3 -2.28678 3.92223 1.94449
H23 -1.57405 3.55234 2.47689
H24 -2.78910 4.20131 0.03381
H25 -1.04449 4.22818 0.33300
H26 -2.82580 -0.45526 2.19837
H27 -3.03100 -2.83776 1.77861
H28 -2.54860 -4.87456 0.69161
H29 -4.25058 -4.78600 1.22901

Properties
DFT total energy, Eh: -1174.2876
Total charge: 0
M, g mol⁻¹: 367.49
Maximum force, eV/A: 0.598
ΔE to the lowest compared entry with this formula, charge and spin, eV: 2.416
LUMO, Eh: 0.02243
Kohn-Sham gap, eV: 8.70

=====

[4]
The following is a quantum chemistry calculation of a molecular structure, C23H30AuNO7 in a non-equilibrium geometry, from the OMol25 dataset.

Geometry (Å):
C1 -0.07325 -0.29508 -3.21293
C2 -0.58143 -1.30022 -2.14783
C3 -0.25996 1.11916 -2.63594
C4 -1.39756 0.97107 -1.60270
H1 -0.51828 1.82135 -3.43404
H2 0.66435 1.45019 -2.13924
C5 -1.09334 -0.45375 -0.97901
H3 0.23698 -1.97098 -1.85736
H4 -1.40984 -1.88330 -2.58004
C6 0.01002 -0.37154 0.07996
H5 -1.99650 -0.87765 -0.51285
H6 -2.33459 0.84149 -2.17613
C7 -1.55655 2.07887 -0.65192
C8 1.38042 -0.43780 -3.59448
C9 -0.84863 -0.44539 -4.53828
O1 -1.64979 0.40409 -4.87409
O2 2.21883 -1.03419 -2.92965
O3 1.68235 0.17971 -4.74745
O4 -0.62500 -1.51464 -5.33858
C10 0.11332 -2.72267 -4.98546
H7 0.09552 -2.95005 -3.90713
H8 1.14302 -2.62004 -5.35440
H9 -0.38862 -3.52144 -5.54294
C11 3.08482 0.13163 -5.00919
H10 3.64062 0.63944 -4.20757
H11 3.21393 0.64643 -5.95955
H12 3.43295 -0.90908 -5.07285
O5 -0.34925 0.35075 1.17411
H13 0.94786 0.01641 -0.39976
H14 0.27139 -1.40446 0.41212
C12 -2.89245 2.37443 -0.13236
C13 -0.43686 2.94506 -0.26419
H15 0.02377 3.48876 -1.10656
H16 0.36014 2.37623 0.23934
H17 -0.79291 3.67927 0.47296
H18 -2.81347 2.66871 0.92267
H19 -3.57067 1.51693 -0.20624
H20 -3.35920 3.21364 -0.67665
Au1 0.26183 -0.38619 3.35045
C14 -1.50424 -0.93313 4.81087
C15 -2.01291 -0.83057 3.46273
C16 -1.47784 -1.93859 2.71667
H21 -2.81865 -0.16890 3.12864
C17 -0.59462 -2.67437 3.56265
C18 -0.58796 -2.03820 4.85496
H22 -0.02767 -2.37610 5.72261
H23 -1.85124 -0.34276 5.65677
H24 -1.78263 -2.21993 1.69879
H25 -0.05744 -3.58311 3.29025
C19 1.90128 1.21440 3.74362
C20 2.10852 0.10013 4.64776
C21 2.47834 -1.05107 3.85275
H26 2.05224 0.14324 5.72789
C22 2.52541 -0.64190 2.47636
C23 2.16497 0.74619 2.40803
H27 2.25573 1.38425 1.52286
H28 1.76434 2.25959 4.02612
H29 2.71713 -2.04216 4.22625
H30 2.85646 -1.24861 1.63475
O6 -1.42055 3.63487 5.06758
N1 -0.96023 2.71152 4.38543
O7 -1.56236 2.08005 3.50143

Properties
DFT total energy, Eh: -1611.1824
Total charge: -2
M, g mol⁻¹: 629.46
Maximum force, eV/A: 3.277
LUMO (spin up / spin down), Eh: 0.14479 / 0.14476
Kohn-Sham gap (spin up / spin down), eV: 4.04 / 4.02
2S+1: 3